# 1
A cluster of 2 separate species, CH10N7 in total, computed with wB97M-V/def2-TZVPD.

As for the maximum force: 5.98 eV/A. The energy comes out at -11618.4492 eV. The orbital gap comes out at 9.24 eV. As for the energy above the lowest of the compared OMol25 structures with the same formula, charge and spin: 0.0000 eV. Its net charge is +1.

Element x y z (Å)
C 1.536 0.260 -0.161
N -2.320 0.344 -0.159
N -0.045 1.989 0.187
N 3.200 -1.611 -0.049
N -3.791 -1.215 0.226
N 1.240 1.469 0.238
N 2.814 -0.347 0.323
N -2.634 -0.667 0.455
H 0.851 -0.408 -0.598
H -2.964 0.483 -1.057
H -0.039 2.928 0.287
H -0.913 1.643 -0.251
H 3.258 -1.758 -1.045
H 2.795 -2.396 0.430
H -4.175 -1.909 0.794
H -4.288 -1.205 -0.623
H 1.824 2.169 0.603
H 3.650 0.231 0.400



# 2
A cluster of 12 separate species, C51H57Cl6N9 in total, computed with wB97M-V/def2-TZVPD.

As for the maximum force: 3.81 eV/A. The energy comes out at -142352.9600 eV. The orbital gap comes out at 9.52 eV. As for the energy above the lowest of the compared OMol25 structures with the same formula, charge and spin: 0.7982 eV. Its SMILES is c1ccncc1.c1ccncc1.c1ccncc1.c1ccncc1.c1ccncc1.c1ccncc1.c1ccncc1.c1ccncc1.c1ccncc1.ClCCCl.ClCCCl.ClCCCl.

Element x y z (Å)
C -0.026 2.372 -4.293
C 0.967 3.319 -4.260
C 2.254 3.081 -4.632
N 2.615 1.820 -5.045
C 1.645 0.828 -4.968
C 0.262 1.099 -4.658
H -1.043 2.575 -3.991
H 0.586 4.302 -4.029
H 3.097 3.755 -4.593
H 1.970 -0.165 -5.241
H -0.545 0.390 -4.769
C 2.357 -6.738 -1.537
C 1.105 -7.238 -1.354
C 0.207 -6.471 -0.589
N 0.532 -5.314 0.017
C 1.749 -4.900 -0.094
C 2.696 -5.540 -0.873
H 3.068 -7.107 -2.262
H 0.731 -8.111 -1.869
H -0.766 -6.881 -0.364
H 1.916 -3.972 0.433
H 3.683 -5.248 -1.199
C -4.076 0.714 5.837
C -3.841 -0.607 6.000
C -3.028 -1.323 5.097
N -2.703 -0.809 3.895
C -3.089 0.498 3.656
C -3.705 1.296 4.618
H -4.556 1.283 6.619
H -4.108 -1.250 6.827
H -2.836 -2.365 5.308
H -2.832 0.889 2.682
H -3.861 2.354 4.471
C -2.427 5.394 -3.379
C -1.591 6.471 -3.031
C -0.779 6.288 -1.907
N -0.904 5.252 -1.057
C -1.759 4.237 -1.368
C -2.511 4.289 -2.523
H -3.014 5.378 -4.285
H -1.582 7.407 -3.570
H -0.026 7.036 -1.705
H -1.849 3.419 -0.669
H -3.097 3.424 -2.796
C 0.167 -1.358 -0.260
C -0.666 -1.053 -1.333
C -1.465 0.114 -1.215
N -1.247 1.005 -0.160
C -0.495 0.561 0.864
C 0.210 -0.568 0.890
H 0.755 -2.264 -0.278
H -0.817 -1.620 -2.240
H -1.965 0.582 -2.051
H -0.401 1.321 1.625
H 0.750 -0.719 1.813
C 1.986 3.517 -0.003
C 1.687 2.594 -1.011
C 2.653 1.608 -1.250
N 3.852 1.571 -0.572
C 4.073 2.529 0.320
C 3.211 3.586 0.564
H 1.319 4.259 0.410
H 0.724 2.566 -1.500
H 2.377 0.785 -1.892
H 5.017 2.458 0.841
H 3.266 4.339 1.336
C -4.080 -3.002 -5.914
C -3.807 -2.961 -4.525
C -2.951 -1.949 -3.985
N -2.466 -0.902 -4.751
C -2.727 -0.906 -6.106
C -3.540 -1.945 -6.645
H -4.611 -3.736 -6.502
H -4.245 -3.733 -3.909
H -2.817 -1.931 -2.913
H -2.305 -0.135 -6.734
H -3.832 -1.834 -7.679
C -0.912 4.618 3.685
C -1.259 5.716 4.505
C -2.419 6.408 4.224
N -3.326 6.003 3.281
C -2.906 4.959 2.507
C -1.704 4.304 2.624
H -0.003 4.066 3.875
H -0.583 6.113 5.247
H -2.682 7.321 4.738
H -3.509 4.549 1.710
H -1.469 3.536 1.902
C 0.529 -1.871 4.717
C 1.243 -1.755 5.834
C 2.198 -2.784 6.046
N 2.412 -3.824 5.178
C 1.723 -3.822 3.988
C 0.846 -2.785 3.676
H -0.295 -1.228 4.446
H 1.013 -0.950 6.516
H 2.688 -2.725 7.007
H 1.907 -4.616 3.280
H 0.277 -2.632 2.771
Cl 3.111 0.910 3.384
C 4.045 -0.421 2.586
C 5.482 -0.450 3.166
Cl 5.645 -0.880 4.905
H 4.139 -0.062 1.561
H 3.493 -1.344 2.765
H 5.896 0.521 2.894
H 6.047 -1.199 2.611
Cl 3.025 -2.261 -1.871
C 4.729 -2.414 -2.251
C 4.915 -2.948 -3.683
Cl 4.391 -1.790 -4.979
H 5.052 -3.171 -1.536
H 5.345 -1.541 -2.038
H 4.123 -3.675 -3.862
H 5.893 -3.393 -3.870
Cl -5.116 -2.483 1.888
C -3.427 -2.629 1.288
C -3.268 -2.896 -0.123
Cl -4.293 -4.120 -0.767
H -2.911 -3.348 1.924
H -2.881 -1.701 1.459
H -2.264 -3.259 -0.342
H -3.433 -1.958 -0.654



# 3
An isolated molecule of CHNS4, computed with wB97M-V/def2-TZVPD.

As for the maximum force: 1.66 eV/A. The energy comes out at -45883.4506 eV. The orbital gap comes out at 8.52 eV. As for the energy above the lowest of the compared OMol25 structures with the same formula, charge and spin: 0.0741 eV. Its SMILES is S=C=NSSS.

Element x y z (Å)
S 1.556 -2.661 -0.049
C 1.529 -1.120 -0.147
N 1.471 0.053 -0.057
S 0.867 1.497 -0.536
S -0.924 1.791 0.583
S -2.438 0.700 -0.287
H -2.062 -0.259 0.494



# 4
An isolated molecule of C5H7Cl2OP, computed with wB97M-V/def2-TZVPD.

As for the maximum force: 5.49 eV/A. The energy comes out at -41678.2755 eV. The orbital gap comes out at 9.70 eV. As for the energy above the lowest of the compared OMol25 structures with the same formula, charge and spin: 1.6709 eV. Its SMILES is C[P@@]1(=O)CCC(Cl)=C1Cl.

Element x y z (Å)
C 0.094 -1.648 -1.159
P -0.505 -1.269 0.549
O -0.405 -2.217 1.665
C 0.139 0.428 1.019
C -0.876 1.543 0.697
C -2.215 0.826 0.411
Cl -3.485 1.856 0.049
C -2.068 -0.472 0.212
Cl -3.874 -1.514 -0.217
H -0.560 -2.356 -1.567
H -0.002 -0.791 -1.806
H 1.224 -1.694 -1.113
H 1.052 0.756 0.647
H 0.411 0.164 2.101
H -0.495 2.092 -0.075
H -0.815 2.181 1.678



# 5
A structure of composition C4H10N2O2, computed with wB97M-V/def2-TZVPD.

As for the maximum force: 1.57 eV/A. The energy comes out at -11382.8508 eV. The orbital gap (spin up / spin down) comes out at 8.69 / 8.70 eV. As for the energy above the lowest of the compared OMol25 structures with the same formula, charge and spin: 4.0520 eV.

Element x y z (Å)
C -1.160 -0.475 0.269
C 0.368 1.100 -0.595
C 1.242 2.287 -0.373
N -0.678 0.880 0.244
C 0.261 -1.288 0.687
N 0.280 -2.611 0.232
O -1.569 -0.902 -0.998
O 0.589 -1.040 1.875
H -2.426 -0.510 -1.205
H -0.497 1.185 1.197
H -1.913 -0.604 1.050
H -0.266 -2.827 -0.589
H 0.284 -3.313 0.957
H 0.171 0.786 -1.613
H 0.912 -0.462 -0.164
H 2.174 2.174 -0.928
H 1.471 2.415 0.687
H 0.759 3.204 -0.732



# 6
A cluster of 5 separate species, H10O5 in total, computed with wB97M-V/def2-TZVPD.

As for the maximum force: 1.36 eV/A. As for the expectation value of S²: 0.750. The energy comes out at -10399.2306 eV. The orbital gap (spin up / spin down) comes out at 2.89 / 10.82 eV. The multiplicity is 2. As for the energy above the lowest of the compared OMol25 structures with the same formula, charge and spin: 0.4761 eV. Its net charge is -1.

Element x y z (Å)
O 7.482 -8.967 18.972
H 6.666 -8.800 18.502
H 8.101 -9.233 18.292
O 8.984 -7.450 13.395
H 8.560 -8.188 12.959
H 8.572 -6.675 13.011
O 7.045 -11.149 15.332
H 7.675 -11.841 15.533
H 6.295 -11.335 15.897
O 8.626 -9.301 16.553
H 8.811 -8.579 15.952
H 7.903 -9.775 16.143
O 10.719 -9.801 18.556
H 9.965 -9.454 18.080
H 10.832 -10.688 18.214